1.
DFT (ωB97M-V with the def2-TZVPD basis set) results for an isolated ion of composition C2H10N4S and charge +2 at a distorted geometry.

The relative energy (zero: lowest compared OMol25 entry of this formula, charge and spin) is 158.9 kJ/mol. As for the molecular weight: 122.20 g mol⁻¹. As for the total charge: +2. Its multiplicity is 1. Its HOMO-LUMO gap is 10.19 eV. Its total energy is -698.65381 Eh.

Each line ends with the natural charge from an NBO analysis.
Cartesian coordinates (Å):
C: -0.6970 -0.3919 -0.0949  0.236
C: 1.4783 0.3652 0.4632  -0.477
N: -1.1284 0.8979 -0.2896  -0.441
N: 0.6554 -0.5470 -0.2090  -0.256
N: -2.4332 1.2650 -0.2300  -0.508
N: 1.0549 -1.8983 -0.2167  -0.539
S: -1.7041 -1.6807 0.2230  -0.001
H: 1.3225 0.0729 1.5043  0.218
H: 2.4954 0.1420 0.2147  0.261
H: 1.4289 1.4239 0.4435  0.266
H: -0.3685 1.5476 -0.3426  0.438
H: -2.6011 1.4844 0.7366  0.455
H: -2.7236 2.2244 -0.7750  0.506
H: -3.0185 0.4692 -0.5998  0.490
H: 0.0733 -2.3991 -0.0314  0.436
H: 1.3645 -2.1646 -1.1174  0.449
H: 1.8161 -2.2205 0.4565  0.469

Atomic forces in eV per Å
C -2.14 -1.25 -0.05
C 2.40 -1.08 2.85
N 3.36 -1.32 -0.65
N -1.36 0.21 -2.08
N -2.10 2.30 -1.35
N -0.39 -0.83 1.85
S -0.08 0.79 -0.35
H 0.61 0.57 0.56
H 0.71 0.04 -0.17
H -0.88 0.95 -0.95
H -0.43 1.18 -0.29
H -1.26 -0.13 0.94
H 1.21 -2.72 0.97
H 0.13 0.58 0.55
H 0.91 0.06 0.14
H 0.52 -0.26 -1.64
H -1.19 0.91 -0.35


2.
DFT (ωB97M-V with the def2-TZVPD basis set) results for C16H19F6IN2PRu as an isolated structure at a distorted geometry.

The relative energy (zero: lowest compared OMol25 entry of this formula, charge and spin) is 43.4 kJ/mol. As for the molecular weight: 612.28 g mol⁻¹. As for the total charge: +2. Its expectation value of S² is 1.1416. Its multiplicity is 2. Its HOMO-LUMO gap (alpha / beta) is 5.82 / 5.74 eV. Its total energy is -2063.21224 Eh.

Each line ends with the natural charge from an NBO analysis.
Cartesian coordinates (Å):
Ru: -1.6361 0.1566 0.1395  0.852
C: 2.7202 0.9204 1.2381  -0.603
C: 3.1785 -0.3150 0.4532  -0.456
C: 2.4435 -0.6255 -0.8338  0.128
C: 3.2098 -0.6669 -1.9687  -0.234
C: 2.6589 -0.8575 -3.2399  0.064
C: 1.2671 -0.9985 -3.4129  -0.200
C: 0.4294 -0.9432 -2.3431  0.077
C: -1.0344 -1.1381 -2.5439  -0.462
C: -1.7829 0.1878 -2.4824  -0.617
C: 0.9876 -0.7852 -1.0130  0.242
N: 0.1102 -0.7993 0.0309  -0.324
C: 0.5105 -1.3247 1.2577  0.051
C: -0.3170 -1.1531 2.2931  0.158
C: -0.3014 -1.4823 3.7197  -0.134
C: -1.4175 -0.9638 4.2355  -0.231
C: -2.1386 -0.3400 3.1430  0.234
N: -1.4754 -0.4626 2.0122  -0.407
H: 3.4231 1.0925 2.0513  0.250
H: 1.7296 0.8352 1.6731  0.199
H: 2.7177 1.8042 0.6025  0.242
H: 3.2193 -1.1999 1.0937  0.232
H: 4.2165 -0.1543 0.1664  0.251
H: 4.2779 -0.5232 -1.8813  0.261
H: 3.3112 -0.8901 -4.1044  0.260
H: 0.8667 -1.1698 -4.4032  0.259
H: -1.4105 -1.8608 -1.8126  0.232
H: -1.2009 -1.5928 -3.5200  0.265
H: -1.3908 0.9043 -1.7208  0.231
H: -2.8667 0.1017 -2.4606  0.253
H: -1.5410 0.8053 -3.3518  0.290
H: 1.4379 -1.8690 1.3278  0.251
H: 0.4790 -2.0183 4.2357  0.271
H: -1.7416 -0.9778 5.2628  0.280
H: -3.0750 0.1983 3.1978  0.254
I: -4.3072 0.7235 0.3081  0.510
C: -3.2557 -1.0518 0.0092  -0.608
H: -3.4254 -1.4631 -0.9817  0.237
H: -3.3781 -1.7698 0.8108  0.236
F: -1.4781 2.0857 1.4863  -0.575
P: -0.7547 3.2120 0.4086  2.624
F: -1.7533 4.3121 0.8804  -0.539
F: -1.8863 2.6352 -0.6621  -0.607
F: 0.3334 3.5229 1.4923  -0.546
F: 0.1320 1.8423 -0.0697  -0.607
F: -0.0913 4.0564 -0.7237  -0.543

Atomic forces in eV per Å
Ru -0.44 0.28 -0.14
C 0.05 0.03 -0.04
C -0.04 0.04 0.02
C -0.05 -0.06 0.17
C 0.05 0.02 -0.20
C -0.18 0.01 0.10
C 0.27 0.02 -0.09
C 0.00 0.06 0.00
C -0.29 -0.28 -0.05
C 0.06 0.35 -0.07
C 0.10 0.05 0.43
N 0.49 -0.40 0.29
C 0.77 -0.18 -0.63
C 0.05 -0.24 0.47
C 0.66 -0.27 -0.22
C -0.34 0.07 0.28
C 0.01 0.33 -0.52
N -0.91 0.10 0.62
H 0.01 -0.01 -0.01
H -0.08 -0.02 0.02
H 0.01 -0.01 0.00
H -0.05 -0.01 0.02
H 0.00 -0.01 -0.01
H 0.00 0.00 -0.03
H -0.01 0.00 0.00
H 0.01 -0.01 0.00
H 0.01 0.07 -0.06
H 0.02 0.00 0.00
H -0.20 -0.01 0.13
H 0.04 -0.03 0.05
H -0.02 -0.06 -0.05
H -0.01 -0.01 -0.03
H 0.03 -0.01 -0.04
H -0.05 0.00 0.01
H -0.01 -0.01 -0.01
I -0.12 0.09 -0.06
C 0.50 -0.20 0.12
H -0.10 0.00 0.05
H -0.17 -0.03 -0.04
F 0.03 -0.06 -0.06
P -0.58 -0.07 -0.43
F 0.09 0.05 0.19
F 0.06 0.53 -0.10
F 0.01 -0.06 -0.01
F 0.12 -0.09 -0.10
F 0.20 0.02 0.07


3.
DFT (ωB97M-V with the def2-TZVPD basis set) results for C22H21Cl5FMnN3O5P as an isolated structure at a distorted geometry.

The relative energy (zero: lowest compared OMol25 entry of this formula, charge and spin) is 99.9 kJ/mol. As for the molecular weight: 689.60 g mol⁻¹. As for the total charge: +1. Its expectation value of S² is 8.7550. Its multiplicity is 6. Its HOMO-LUMO gap (alpha / beta) is 7.94 / 8.01 eV. Its total energy is -5284.55287 Eh.

Each line ends with the natural charge from an NBO analysis.
Cartesian coordinates (Å):
Mn: -1.3415 -0.7144 -1.7986  1.518
C: 4.0104 1.0893 3.4289  -0.623
C: 2.9615 0.1299 3.9774  -0.026
C: 2.3971 0.6460 5.2938  -0.402
C: 1.3857 -0.3439 5.8512  -0.424
C: 0.3012 -0.5745 4.8368  -0.006
C: -0.9846 -0.8546 5.2403  -0.225
C: -1.9832 -1.0841 4.2989  0.400
F: -3.2216 -1.3512 4.7324  -0.307
C: -1.7263 -1.0404 2.9589  -0.247
C: -0.4313 -0.7319 2.5256  -0.069
C: -0.1661 -0.6896 1.0933  0.508
O: -1.0820 -0.9643 0.2812  -0.768
C: 1.1558 -0.3121 0.7278  -0.340
C: 2.0804 -0.0345 1.6995  0.159
N: 1.8552 -0.1090 3.0132  -0.324
C: 0.5885 -0.4759 3.4609  0.145
C: 1.5972 -0.1467 -0.7012  0.787
O: 2.6858 0.3778 -0.9386  -0.695
O: 0.8044 -0.5721 -1.6183  -0.905
H: 4.6872 1.3594 4.2375  0.236
H: 3.5440 2.0023 3.0556  0.223
H: 4.6135 0.6469 2.6380  0.222
H: 3.4287 -0.8424 4.1668  0.203
H: 1.9231 1.6188 5.1380  0.215
H: 3.2190 0.7785 5.9962  0.231
H: 0.9491 0.0165 6.7819  0.233
H: 1.8856 -1.2912 6.0742  0.223
H: -1.2276 -0.8935 6.2944  0.238
H: -2.4998 -1.2247 2.2275  0.255
H: 3.0603 0.2668 1.3613  0.253
Cl: -3.4492 -1.8764 -2.0167  0.008
C: -3.9341 -0.1854 -1.9469  -0.079
C: -2.8942 0.7426 -2.0009  -0.568
C: -3.3277 2.0585 -2.0256  0.040
Cl: -2.1290 3.3255 -2.0980  -0.034
C: -4.6648 2.4439 -1.9584  -0.122
Cl: -5.1116 4.1046 -1.9625  0.071
C: -5.6519 1.4627 -1.8691  -0.080
Cl: -7.3040 1.8990 -1.7450  0.084
C: -5.2846 0.1194 -1.8758  -0.094
Cl: -6.4711 -1.1194 -1.8013  0.071
N: 0.3565 2.1116 -4.3585  -0.677
C: 1.4247 1.0976 -4.0909  -0.616
P: 0.6880 -0.4752 -4.7151  2.138
O: 0.6378 -0.4055 -6.1906  -1.115
O: -0.6208 -0.7687 -3.9942  -1.214
C: 1.7622 -1.9122 -4.2123  -0.604
N: 0.8467 -3.0530 -4.5617  -0.686
H: 0.7072 3.0666 -4.3942  0.441
H: -0.3832 2.0920 -3.6440  0.462
H: -0.0862 1.8930 -5.2588  0.454
H: 1.6989 1.0600 -3.0395  0.300
H: 2.2997 1.3349 -4.6928  0.248
H: 1.9440 -1.8902 -3.1411  0.280
H: 2.6912 -1.9850 -4.7701  0.245
H: -0.0759 -2.7750 -4.1750  0.464
H: 1.1387 -3.9642 -4.2185  0.439
H: 0.7228 -3.0829 -5.5773  0.453

Atomic forces in eV per Å
Mn 2.11 0.85 0.09
C -0.07 -0.10 -0.05
C 0.23 0.11 0.19
C -0.13 -0.19 0.03
C 0.01 0.12 -0.11
C 0.01 0.04 0.17
C 0.05 -0.04 -0.05
C 0.07 0.02 -0.12
F -0.01 -0.01 0.02
C -0.08 -0.01 0.04
C 0.12 -0.02 0.12
C 0.34 0.09 -0.06
O -0.52 -0.14 -0.05
C -0.23 0.02 -0.24
C -0.02 -0.01 0.00
N 0.09 0.01 -0.14
C -0.38 -0.08 -0.05
C 0.13 0.05 0.09
O -0.04 -0.03 -0.03
O -0.48 -0.11 -0.28
H 0.00 -0.02 0.01
H 0.02 0.01 0.00
H 0.01 0.05 -0.01
H -0.01 0.00 0.00
H 0.04 0.03 -0.02
H 0.04 0.04 -0.05
H 0.01 0.00 0.01
H 0.00 0.00 0.03
H -0.01 -0.03 0.00
H 0.00 -0.01 0.01
H 0.01 0.01 0.09
Cl -0.58 -0.84 0.00
C 0.00 0.92 -0.16
C -0.71 -0.23 -0.05
C 0.11 -0.28 0.15
Cl 0.39 0.08 -0.11
C 0.00 0.08 0.01
Cl -0.01 -0.06 -0.01
C 0.00 -0.01 0.01
Cl -0.02 0.00 -0.03
C -0.07 -0.19 0.00
Cl -0.03 0.00 0.01
N -0.22 0.07 0.03
C 0.15 -0.56 -0.02
P -0.24 -0.41 0.42
O 0.15 0.15 -0.23
O 0.14 -0.08 0.40
C 0.05 0.57 -0.02
N -0.21 0.34 -0.01
H 0.10 0.05 0.00
H -0.06 -0.09 0.09
H -0.01 0.13 -0.08
H -0.14 0.10 0.12
H -0.09 0.10 -0.08
H -0.11 -0.10 0.06
H -0.06 -0.10 -0.10
H 0.09 -0.20 -0.04
H 0.06 -0.02 0.06
H 0.03 -0.09 -0.04